# 1
Computed, not measured: a cluster of 2 separate species, C5H11NO in total at a distorted geometry, with wB97M-V/def2-TZVPD.

```
18
C5H11NO | OMol25 | wB97M-V/def2-TZVPD
C 0.48006 2.43104 -0.54608
N -0.03180 1.16553 -1.04520
C -0.27420 0.07216 -0.23151
C 0.27789 -0.11208 1.03540
C -0.40047 -1.31453 1.67101
C -0.57763 -1.42799 3.10410
H 1.57379 2.37966 -0.59156
H 0.14476 2.70924 0.53964
H 0.07674 3.33541 -0.97529
H -0.69028 1.31504 -1.83354
H -0.61166 -0.83595 -0.66926
H 1.24106 0.23775 1.52792
H -1.18238 -1.77883 1.02116
H -1.36840 -1.99051 3.61332
H 0.09923 -0.69161 3.64695
H 0.54402 -1.11568 -2.00166
H 1.03338 -1.42148 -3.34900
O 0.29106 -1.02417 -2.97622
```

relative energy (zero: lowest compared OMol25 entry of this formula, charge and spin) = 92.78 kcal/mol
total charge = 0
Kohn-Sham gap = 8.2 eV
SMILES string = C=C/C=C/NC.O
LUMO energy = 0.8 eV
DFT total energy = -326.9835 a.u.

---

# 2
Computed, not measured: an isolated molecule of C3H6N2O at a distorted geometry, with wB97M-V/def2-TZVPD.

```
12
C3H6N2O | OMol25 | wB97M-V/def2-TZVPD
O -1.67394 1.86271 -0.51650
C -0.85517 1.00605 -0.24488
N -1.01883 -0.38941 -0.38926
C 0.29375 -1.03031 -0.39111
C 0.90247 -0.16061 0.69547
N 0.40060 1.14948 0.30685
H -1.72117 -0.68028 -1.05106
H 0.78457 -0.93252 -1.36274
H 0.23052 -2.08576 -0.10290
H 0.05329 -0.54109 1.47112
H 2.00962 -0.18080 0.74350
H 0.59430 1.98253 0.84149
```

relative energy (zero: lowest compared OMol25 entry of this formula, charge and spin) = 18.42 kcal/mol
total charge = 0
Kohn-Sham gap = 10.5 eV
SMILES string = O=C1NCCN1
LUMO energy = 0.9 eV
DFT total energy = -302.6637 a.u.

---

# 3
Computed, not measured: a cluster of 5 separate species, C4H14O4 in total at a distorted geometry, with wB97M-V/def2-TZVPD.

```
22
C4H14O4 | OMol25 | wB97M-V/def2-TZVPD
C 0.12973 -2.23848 0.19385
C -0.13988 -1.47955 -0.86371
C 0.33335 -0.08905 -0.94411
C -0.11636 0.84427 -1.76881
H 0.59601 -1.68837 1.00923
H -0.15340 -3.25824 0.40533
H -0.90868 -1.70160 -1.60267
H 0.98243 0.24738 -0.14070
H 0.24231 1.86403 -1.66738
H -0.94233 0.91652 -2.47299
H 1.01727 0.26590 3.24732
H 2.42178 -0.12573 2.56423
O 1.55329 0.26350 2.45458
H 2.61443 -2.20464 0.32409
H 3.63875 -1.05649 0.63981
O 3.10641 -1.76038 1.01841
H -1.08571 2.51942 -0.72987
H -2.27081 3.06959 0.08907
O -1.31296 3.09664 0.00985
H -3.88430 0.53289 -0.25370
H -2.49367 0.77296 -0.86113
O -3.32767 1.20943 -0.65070
```

relative energy (zero: lowest compared OMol25 entry of this formula, charge and spin) = 42.64 kcal/mol
total charge = 0
Kohn-Sham gap = 9.9 eV
SMILES string = C=CC=C.O.O.O.O
LUMO energy = 0.5 eV
DFT total energy = -461.6883 a.u.

---

# 4
Computed, not measured: a cluster of 16 separate species, C76H196N20O28 in total at a distorted geometry, with wB97M-V/def2-TZVPD.

```
320
C76H196N20O28 | OMol25 | wB97M-V/def2-TZVPD
C -3.42370 -1.86508 4.79603
O -4.56948 -2.11347 5.32201
N -2.62167 -2.77103 4.29283
N -2.87867 -0.67348 4.72068
H -2.95133 -3.69602 4.05653
H -1.74033 -2.50730 3.87596
H -3.40141 0.13598 5.02333
H -1.96891 -0.62654 4.28451
C 3.23965 -3.53546 -1.75934
O 2.57870 -2.76892 -1.10960
N 3.05800 -3.80936 -3.00415
N 3.97618 -4.40517 -1.16982
H 2.31469 -3.25724 -3.40757
H 3.57160 -4.56897 -3.42759
H 4.38782 -5.19397 -1.64779
H 4.12309 -4.24584 -0.18335
C 4.11510 0.30592 2.00170
O 4.82581 0.89408 2.73549
N 3.18032 0.84349 1.28205
N 4.12718 -0.97208 1.80333
H 2.49617 0.19024 0.92808
H 3.05955 1.80422 1.56930
H 3.58093 -1.42944 1.08741
H 4.82664 -1.52615 2.27647
C -1.28925 0.01085 -6.79992
O -0.53903 0.38373 -5.90101
N -2.42964 0.59913 -7.16610
N -1.30797 -1.23007 -7.27997
H -2.65502 1.49898 -6.76660
H -2.95340 -0.08653 -7.69112
H -1.86366 -1.60036 -8.03772
H -0.68390 -1.93657 -6.91737
C 0.60756 -6.82564 11.38332
O 0.35498 -5.47181 11.52268
C -0.05692 -4.82866 10.29852
C -0.52357 -3.31765 10.50090
N -0.54742 -2.46189 9.33489
C -1.47930 -2.90262 8.33593
C -0.74228 -3.07300 6.99888
O 0.46741 -3.83395 7.16002
C 1.39762 -3.61282 6.02361
H 1.47228 -7.07037 10.76651
H -0.25434 -7.41241 11.06562
H 0.80769 -7.21884 12.38003
H -0.80004 -5.51395 9.89079
H 0.77102 -5.01563 9.61468
H 0.11792 -2.79606 11.21121
H -1.48782 -3.27064 11.00700
H 0.36327 -2.42708 8.89955
H -2.23499 -2.14522 8.12765
H -1.89447 -3.91042 8.32831
H -0.57074 -2.09757 6.54367
H -1.33994 -3.75424 6.39321
H 2.34028 -4.10131 6.27034
H 1.63751 -2.56930 5.81956
H 0.90546 -3.96076 5.11542
C -3.00441 0.49307 -2.42602
O -3.54100 1.77578 -2.87157
C -3.45537 1.89779 -4.33182
C -3.73358 3.40043 -4.58946
N -2.55246 4.18603 -4.22950
C -2.88716 5.59070 -3.94026
C -2.90248 6.48044 -5.18519
O -3.49898 7.73144 -4.84169
C -2.68074 8.57695 -4.03573
H -2.89640 0.46116 -1.34185
H -1.96338 0.45844 -2.74721
H -3.52873 -0.40960 -2.73971
H -4.14791 1.27502 -4.89806
H -2.46583 1.59308 -4.67251
H -4.63836 3.68758 -4.05371
H -3.72212 3.52277 -5.67251
H -2.34399 3.71003 -3.36344
H -2.14723 6.03565 -3.27495
H -3.79291 5.60450 -3.33403
H -3.59494 6.00280 -5.87834
H -1.92912 6.53084 -5.67317
H -1.61911 8.58244 -4.28272
H -2.63867 8.33667 -2.97337
H -3.01005 9.61264 -4.11934
C -0.12022 5.52051 -0.51570
O -0.87254 6.71467 -0.76316
C -0.13645 7.86163 -1.30266
C -0.74366 9.23612 -0.80812
N 0.07349 10.31444 -1.33600
C -0.23737 11.66396 -0.90484
C -1.25903 12.52330 -1.64195
O -1.16352 13.86553 -1.13416
C -1.85432 14.89819 -1.83732
H 0.17236 5.02970 -1.44393
H -0.69472 4.90913 0.18019
H 0.78988 5.77070 0.02948
H -0.30167 7.90717 -2.37909
H 0.87118 7.86830 -0.88705
H -0.54317 9.29917 0.26142
H -1.77782 9.22516 -1.15237
H 0.26591 10.15009 -2.31379
H 0.67418 12.22055 -1.12253
H -0.25708 11.78813 0.17789
H -2.20489 12.00432 -1.48668
H -0.97814 12.49276 -2.69470
H -1.66692 14.90181 -2.91108
H -1.54335 15.74722 -1.22859
H -2.89746 14.89054 -1.52125
C 1.81402 6.41497 -9.06186
O 1.26741 5.19280 -8.72179
C 1.43158 4.88010 -7.30373
C 0.35255 3.77364 -6.91768
N 0.76353 2.40213 -7.19853
C 0.85412 1.91825 -8.59543
C 2.21273 2.23166 -9.14336
O 2.34597 1.76548 -10.46266
C 1.60993 2.55160 -11.42917
H 1.35990 7.35416 -8.74596
H 1.82958 6.36604 -10.15066
H 2.90166 6.45493 -9.00241
H 1.26388 5.71455 -6.62280
H 2.47037 4.60769 -7.11713
H -0.58608 4.07507 -7.38266
H 0.23267 3.89520 -5.84114
H 0.18074 1.79961 -6.63512
H 0.04901 2.21030 -9.26965
H 0.88217 0.82984 -8.54387
H 2.79838 1.48250 -8.61056
H 2.80357 3.14019 -9.02688
H 0.56993 2.23069 -11.48847
H 2.03585 2.41687 -12.42343
H 1.70822 3.63684 -11.40285
C -5.06836 -3.12718 1.46127
O -4.84235 -3.65468 0.14779
C -5.23496 -2.90810 -0.89940
C -5.32808 -3.72029 -2.19153
N -4.15801 -4.47199 -2.68035
C -2.94431 -3.54346 -2.58385
C -1.74764 -3.67837 -3.48808
O -0.95395 -4.77837 -3.13459
C -0.59873 -5.75150 -4.07821
H -4.47808 -2.21163 1.42321
H -4.75985 -3.93156 2.12901
H -6.10145 -2.82677 1.63607
H -4.58133 -2.04270 -1.00881
H -6.22907 -2.60336 -0.57234
H -5.80424 -3.27751 -3.06636
H -6.09096 -4.48430 -2.04179
H -3.92094 -5.22089 -2.04549
H -2.60962 -3.55629 -1.54660
H -3.32332 -2.57616 -2.91369
H -1.09701 -2.82016 -3.31995
H -1.83454 -3.67914 -4.57462
H 0.16976 -5.47146 -4.79869
H -1.45206 -6.15467 -4.62353
H -0.31393 -6.52634 -3.36643
C 2.57360 -0.60487 7.60085
O 1.13759 -0.70474 7.67327
C 0.37511 0.52453 7.55107
C -0.01270 1.04913 8.90667
N -1.29680 0.45894 9.32843
C -2.39410 1.01999 8.51182
C -3.76059 0.74269 9.17158
O -4.17823 -0.62459 9.38327
C -5.53033 -0.87235 9.80665
H 2.96973 -0.40352 6.60555
H 3.07330 -1.42564 8.11538
H 2.80036 0.35277 8.06948
H -0.47647 0.11596 7.00704
H 0.89954 1.20788 6.88317
H -0.01909 2.13898 8.88985
H 0.75129 0.79947 9.64295
H -1.21280 -0.52899 9.13598
H -2.42264 0.73177 7.46101
H -2.30215 2.10156 8.61104
H -4.50578 1.24733 8.55666
H -3.83345 1.34964 10.07402
H -5.89093 -0.04469 10.41742
H -5.64149 -1.87471 10.22019
H -6.14085 -0.80835 8.90594
C 0.39755 2.51278 -3.15751
O 1.09947 2.70719 -1.86326
C 0.70006 1.74408 -0.85386
C 1.02174 0.27847 -1.21038
N 0.83559 -0.69318 -0.12946
C -0.48951 -0.77157 0.43538
C -0.70168 -1.98352 1.36847
O -0.63013 -1.57329 2.76538
C 0.52713 -1.01166 3.30050
H -0.60586 2.91871 -3.02916
H 0.50973 1.56838 -3.69009
H 0.81675 3.19889 -3.89346
H -0.38523 1.75185 -0.75303
H 1.10115 2.08380 0.10104
H 2.02602 0.19672 -1.62612
H 0.34997 -0.04217 -2.00665
H 1.26852 -1.60032 -0.22827
H -1.30547 -0.83233 -0.28479
H -0.85479 0.08328 1.00450
H -0.09677 -2.86340 1.14942
H -1.71895 -2.32507 1.17717
H 0.88626 -0.11417 2.79687
H 1.23203 -1.83762 3.20564
H 0.43466 -0.88946 4.37968
C -5.72928 0.18820 1.15882
O -4.84039 1.09611 0.59349
C -4.05350 1.88366 1.56462
C -3.31645 3.06675 0.91796
N -4.18375 4.11113 0.44189
C -3.55213 5.23512 -0.27256
C -4.41639 6.37985 -0.75923
O -5.44906 5.64161 -1.48328
C -6.62013 6.33020 -1.79572
H -6.60725 0.79974 1.36688
H -5.52609 -0.17428 2.16650
H -5.98044 -0.65502 0.51539
H -3.40378 1.27089 2.18950
H -4.74669 2.33194 2.27639
H -2.71188 2.71719 0.08106
H -2.71441 3.62085 1.63810
H -4.97521 3.80022 -0.10311
H -2.89389 4.93221 -1.08684
H -2.94734 5.64265 0.53753
H -3.92153 7.00173 -1.50520
H -4.84057 6.90500 0.09657
H -6.39430 7.22195 -2.38042
H -7.00140 6.71726 -0.85077
H -7.32915 5.69101 -2.32185
C 5.64472 -2.03655 4.39985
O 5.75662 -2.54208 3.10811
C 6.95963 -3.18379 2.73863
C 6.89701 -3.30944 1.16757
N 6.99261 -2.07468 0.42475
C 6.78221 -2.21149 -0.89533
C 6.55513 -0.82592 -1.56758
O 5.50759 0.00007 -1.07525
C 5.60812 1.33837 -1.52690
H 4.75587 -1.40887 4.46353
H 6.42209 -1.32929 4.68896
H 5.72413 -2.81330 5.16040
H 6.97339 -4.19852 3.13640
H 7.84991 -2.64148 3.05707
H 5.95247 -3.78929 0.91124
H 7.67289 -3.94366 0.73879
H 6.24696 -1.51814 0.81765
H 5.86655 -2.78726 -1.03012
H 7.67054 -2.78206 -1.16627
H 6.41203 -0.90153 -2.64550
H 7.52006 -0.36017 -1.36735
H 6.21671 1.97018 -0.87997
H 4.59657 1.71542 -1.37627
H 5.89738 1.45960 -2.57081
C -0.18727 -7.16272 7.17016
O 0.59633 -7.78277 6.16245
C -0.13321 -8.65979 5.31745
C 0.74652 -9.24213 4.08192
N 1.43686 -8.15520 3.43570
C 0.68945 -6.85799 3.31362
C 1.68947 -5.77846 2.89149
O 2.71601 -5.88370 3.87916
C 3.84185 -4.97714 3.59790
H -0.60007 -6.22254 6.80444
H 0.60323 -6.76343 7.80560
H -0.84369 -7.80823 7.75371
H -1.01034 -8.14206 4.92926
H -0.51070 -9.50058 5.89941
H 0.20141 -9.71496 3.26498
H 1.43262 -10.02346 4.40889
H 2.10305 -7.78255 4.09708
H 0.17103 -6.54332 4.21935
H -0.10218 -7.01530 2.58105
H 1.21369 -4.81032 2.73516
H 2.16835 -5.99557 1.93669
H 4.58515 -4.99943 4.39484
H 3.50636 -3.95438 3.42613
H 4.42770 -5.33130 2.74969
C -3.42970 -6.19070 3.76406
O -2.46395 -5.99695 2.75783
C -2.70066 -6.57607 1.51657
C -1.88370 -5.90518 0.37225
N -2.35998 -6.25314 -0.91272
C -2.27649 -7.66131 -1.30533
C -0.94327 -8.39920 -1.15656
O -1.22676 -9.84460 -1.32306
C -0.07817 -10.69567 -1.39451
H -3.59305 -7.16591 4.22272
H -4.44859 -6.01139 3.42083
H -3.18400 -5.58152 4.63391
H -3.76519 -6.37910 1.38975
H -2.55762 -7.65510 1.45896
H -0.80906 -6.08245 0.32960
H -2.01019 -4.83694 0.54817
H -1.82751 -5.79520 -1.63858
H -2.59368 -7.68185 -2.34795
H -2.94964 -8.22004 -0.65511
H -0.46015 -8.24541 -0.19165
H -0.15295 -8.05720 -1.82478
H 0.45165 -10.60484 -0.44629
H 0.59460 -10.56304 -2.24180
H -0.33258 -11.75316 -1.46578
C 3.34716 1.02070 -5.24110
O 4.37766 1.93158 -5.34515
C 4.34071 3.16302 -4.71548
C 5.86051 3.65920 -4.46901
N 6.68020 4.01439 -5.70610
C 6.13466 5.25711 -6.25840
C 6.82070 5.68811 -7.54296
O 6.68268 4.66811 -8.52899
C 5.43524 4.43034 -9.02073
H 2.37300 1.47454 -5.42307
H 3.45148 0.55132 -4.26288
H 3.38652 0.16877 -5.91991
H 3.75998 3.16487 -3.79307
H 3.81044 3.81543 -5.40924
H 6.40707 2.90459 -3.90339
H 5.92641 4.62599 -3.96994
H 6.57961 3.22174 -6.32392
H 6.37028 6.12584 -5.64368
H 5.05598 5.15290 -6.37542
H 7.89998 5.82041 -7.46715
H 6.50103 6.63889 -7.96950
H 5.42759 3.94306 -9.99571
H 4.89382 5.33620 -9.29348
H 4.78607 3.92580 -8.30511
```

relative energy (zero: lowest compared OMol25 entry of this formula, charge and spin) = 246.97 kcal/mol
total charge = 0
Kohn-Sham gap = 8.2 eV
LUMO energy = -0.2 eV
DFT total energy = -6214.2801 a.u.

---

# 5
Computed, not measured: a structure of composition C28H32Cl2NO2PW at a distorted geometry, with wB97M-V/def2-TZVPD.

```
67
C28H32Cl2NO2PW | OMol25 | wB97M-V/def2-TZVPD
C -0.76473 0.87298 -1.94642
C -1.60260 -0.25246 -1.63476
C -0.75818 -1.33137 -1.20708
C -3.02855 -0.40333 -2.04399
C 0.59913 -0.91566 -1.34653
C 0.60880 0.46454 -1.74557
C 1.78940 1.20147 -2.27298
C -1.20795 2.16220 -2.54514
C -1.17654 -2.76404 -1.14352
C 1.71060 -1.88120 -1.56609
W -0.43392 0.53643 0.25254
Cl -2.67722 0.68221 0.97481
Cl 0.28584 2.68430 0.41842
O 2.58827 -0.26608 0.69838
H -3.60058 0.52127 -1.91272
H -3.52511 -1.21305 -1.49620
H -3.06334 -0.66279 -3.11780
H -2.04660 -2.90866 -0.49156
H -0.35178 -3.39645 -0.79684
H -1.44738 -3.12473 -2.14882
H 1.55787 -2.80147 -0.99110
H 2.67952 -1.45805 -1.29577
H 1.74229 -2.16946 -2.63421
H 2.69553 0.83890 -1.77926
H 1.73529 2.28129 -2.10012
H 1.88351 1.03050 -3.36036
H -2.08172 2.56093 -2.01719
H -1.48435 2.02426 -3.60136
H -0.40694 2.90474 -2.49621
H 2.66026 -0.70977 1.57604
O 2.80363 4.08757 -0.49856
H 3.60528 4.03099 0.08716
N 0.03714 -0.04078 1.93539
P -0.01698 -0.34138 3.53264
C -1.52006 -1.23154 3.99429
C -2.51212 -0.63775 4.79802
C -3.64478 -1.36012 5.18287
C -3.83088 -2.66329 4.71384
C -2.88573 -3.22475 3.84931
C -1.74184 -2.51448 3.47421
C 1.58436 -1.07212 3.91385
C 1.82326 -2.44467 3.80445
C 3.07601 -2.94216 4.16949
C 4.08764 -2.09190 4.63275
C 3.84796 -0.71292 4.69539
C 2.61533 -0.19685 4.29907
C -0.05034 0.97731 4.76658
C 0.06285 0.51095 6.09464
C 0.07434 1.40056 7.15485
C -0.04775 2.77194 6.90052
C -0.18667 3.23372 5.58725
C -0.19761 2.34843 4.50408
H -2.38769 0.38618 5.15167
H -4.35582 -0.91112 5.87627
H -4.69192 -3.24883 5.05007
H -3.01049 -4.23960 3.48207
H -1.00897 -2.92948 2.78408
H 1.01116 -3.08425 3.45995
H 3.24671 -4.01090 4.11584
H 5.04373 -2.49488 4.96774
H 4.60527 -0.03064 5.07109
H 2.41314 0.87572 4.32766
H 0.13332 -0.56203 6.29690
H 0.17937 1.01847 8.17260
H -0.03063 3.47828 7.74102
H -0.28681 4.30708 5.40214
H -0.31349 2.70191 3.47042
```

relative energy (zero: lowest compared OMol25 entry of this formula, charge and spin) = 46.13 kcal/mol
total charge = -2
Kohn-Sham gap (alpha / beta) = 3.6 / 3.6 eV
multiplicity = 3
LUMO energy (alpha / beta) = 4.2 / 4.2 eV
DFT total energy = -2620.1296 a.u.

---

# 6
Computed, not measured: a cluster of 2 separate species, C2H6BrClOSi in total at a distorted geometry, with wB97M-V/def2-TZVPD.

```
12
C2H6BrClOSi | OMol25 | wB97M-V/def2-TZVPD
C 3.16597 -0.42481 -0.25854
C -3.93931 0.35753 0.09883
O 1.86528 -0.74170 -0.81334
Si -2.22846 0.76844 0.17679
Cl -0.85323 -0.72719 0.37084
Br -1.32729 2.73272 0.32520
H 4.16832 -0.80900 -0.70434
H 3.17246 -0.70045 0.81903
H 3.22899 0.74579 -0.30234
H 1.70349 -1.60866 -0.61939
H -4.76230 1.10761 0.43055
H -4.19391 -0.70027 0.47671
```

relative energy (zero: lowest compared OMol25 entry of this formula, charge and spin) = 24.28 kcal/mol
total charge = 0
Kohn-Sham gap (alpha / beta) = 5.6 / 8.2 eV
multiplicity = 3
LUMO energy (alpha / beta) = 0.1 / -2.2 eV
DFT total energy = -3478.6235 a.u.